Below is an isolated molecule of CH2N4S, with properties calculated with ωB97M-V/def2-TZVPD.

XYZ file:
```
8
Properties=species:S:1:pos:R:3:forces:R:3
N 1.563 -0.624 -0.526 -0.1 -3.7 0.4
H -1.958 -0.302 0.536 1.9 -0.4 -0.4
N -0.255 0.907 0.794 -1.2 -0.1 -0.8
H -1.083 -0.146 -0.959 0.3 0.8 -1.6
S 0.350 -1.465 0.371 -0.7 0.1 0.0
C -0.909 -0.191 0.074 -1.7 -1.3 2.7
N 0.807 1.234 0.288 -0.3 3.1 3.1
N 1.485 0.586 -0.578 1.8 1.6 -3.4
```
Positions in Å, forces in eV/Å.

Results
- Highest occupied orbital energy: -9.650 eV
- Kohn-Sham gap: 8.8 eV
- ΔE to the lowest compared entry with this formula, charge and spin: 74.2 kcal per mole

Just the Löwdin charges please, in e? Sure, here they are:
1. N -0.307
2. H 0.109
3. N -0.013
4. H 0.046
5. S 0.896
6. C -0.496
7. N -0.086
8. N -0.149